The following is a DFT calculation (ωB97M-V/def2-TZVPD) of a structure of composition C38H35FeO8P4S in a non-equilibrium geometry.

XYZ file:
```
87
Properties=species:S:1:pos:R:3
Fe 12.08 13.71 12.56
O 13.64 14.80 15.79
S 12.46 14.28 15.05
C 11.07 15.30 15.56
C 11.09 15.65 16.89
C 10.08 16.43 17.39
C 9.03 16.86 16.58
C 9.01 16.55 15.22
C 10.03 15.76 14.68
P 10.07 15.51 12.87
C 8.52 14.62 12.50
C 8.14 14.54 11.18
C 7.05 13.76 10.79
C 6.43 12.98 11.74
C 6.80 13.04 13.08
C 7.83 13.86 13.47
C 9.95 17.20 12.14
C 8.80 17.78 11.60
C 8.85 19.08 11.10
C 10.03 19.80 11.12
C 11.19 19.22 11.67
C 11.14 17.94 12.18
C 11.85 12.72 15.51
C 11.96 12.09 16.75
C 11.33 10.87 16.94
C 10.52 10.44 15.89
C 10.46 11.10 14.65
C 11.17 12.26 14.37
P 10.78 12.11 11.39
C 10.24 10.37 11.47
C 8.86 10.17 11.31
C 8.34 8.88 11.30
C 9.21 7.80 11.43
C 10.58 8.00 11.55
C 11.11 9.28 11.55
C 10.79 12.40 9.63
C 11.36 13.60 9.24
C 11.30 14.05 7.94
C 10.56 13.30 7.01
C 9.94 12.11 7.39
C 10.07 11.65 8.69
H 11.93 15.33 17.50
H 10.09 16.69 18.44
H 8.26 17.46 16.99
H 8.19 16.85 14.62
H 8.65 15.10 10.41
H 6.79 13.73 9.76
H 5.63 12.33 11.45
H 6.28 12.41 13.79
H 8.10 13.91 14.52
H 7.85 17.24 11.59
H 7.96 19.50 10.68
H 10.07 20.80 10.75
H 12.11 19.78 11.70
H 12.03 17.53 12.62
H 12.58 12.55 17.50
H 11.45 10.27 17.83
H 9.97 9.50 16.01
H 9.78 10.64 13.92
H 8.21 11.01 11.33
H 7.29 8.72 11.20
H 8.83 6.79 11.44
H 11.26 7.15 11.67
H 12.18 9.42 11.70
H 12.86 14.63 9.94
H 11.74 14.97 7.64
H 10.46 13.64 6.00
H 9.34 11.53 6.71
H 9.60 10.71 9.02
C 16.28 12.09 10.30
C 15.04 12.94 10.55
O 14.66 13.67 9.40
P 13.59 11.84 11.08
O 13.45 11.16 9.62
O 14.12 10.69 12.07
O 11.98 14.32 10.23
P 15.19 13.98 12.08
O 14.05 15.08 11.71
O 16.54 14.51 12.27
O 14.31 13.09 12.96
H 16.12 11.32 9.54
H 16.57 11.56 11.20
H 17.11 12.74 10.04
H 14.74 13.09 8.62
H 12.78 10.46 9.52
H 14.26 11.08 12.96
H 14.43 15.95 11.51
```

Its total energy is -5098.1326 a.u. As for the spin multiplicity: 5. As for the HOMO-LUMO gap (spin up / spin down): 5.74 / 6.16 eV. As for the expectation value of S²: 6.059. Its charge is +1. The lowest unoccupied orbital energy (spin up / spin down) comes out at -4.62 / -4.71 eV. The largest force on an atom comes out at 1.51 eV Å⁻¹.